DFT (ωB97M-V/def2-TZVPD) results for CsO4S as an isolated structure at a distorted geometry.

The orbital gap is 0.07364 Ha. The calculation puts the total energy at -719.2399 Ha. The calculation puts the energy above the lowest of the compared OMol25 structures with the same formula, charge and spin at 76.40 kcal/mol.

```
! RIJCOSX wB97M-V def2-TZVPD def2/J DEFGRID3
* xyz -1 1
Cs -19.6258 -7.3250 10.7255
S -14.9146 -4.8968 11.9572
O -14.1885 -3.7296 11.4370
O -14.1219 -5.4538 13.0084
O -16.2476 -4.6028 12.5217
O -15.0544 -5.9095 10.9294
*
```

Charges in e, computed with Mulliken, in the same order as the atoms:
1. Cs 0.8799
2. S 1.1514
3. O -0.7550
4. O -0.7318
5. O -0.7775
6. O -0.7669

DFT (ωB97M-V/def2-TZVPD) results for a 2-piece molecular cluster, C5H8N2O3 overall at a distorted geometry.

The orbital gap is 0.34405 Ha. The calculation puts the total energy at -530.4553 Ha. The calculation puts the energy above the lowest of the compared OMol25 structures with the same formula, charge and spin at 76.55 kcal/mol.

```
! RIJCOSX wB97M-V def2-TZVPD def2/J DEFGRID3
* xyz 0 1
O -1.8896 -2.1765 0.6799
C -1.1796 -1.2420 0.9569
C -0.8809 -0.8684 2.3074
C -0.1862 0.2033 2.6058
N 0.1905 1.0682 1.5725
C 0.2756 0.7688 0.1975
O 0.6749 1.5134 -0.6903
N -0.3549 -0.5493 -0.0111
H -1.4776 -1.7474 2.9392
H 0.3184 0.3528 3.6167
H 0.9478 1.8130 1.8143
H -0.2834 -0.9929 -0.9795
C 1.1544 0.9165 -2.5436
O 1.4026 0.1048 -3.6587
H 0.5748 1.7909 -2.9126
H 0.5194 0.3915 -1.8371
H 2.1059 1.2455 -2.0642
H 1.8416 -0.6876 -3.2985
*
```

Charges in e, computed with Mulliken, in the same order as the atoms:
1. O -0.5705
2. C 0.3893
3. C -0.2733
4. C -0.1364
5. N -0.1308
6. C 0.3794
7. O -0.5202
8. N -0.1540
9. H 0.2238
10. H 0.2905
11. H 0.3112
12. H 0.2168
13. C 0.1306
14. O -0.5490
15. H 0.2270
16. H -0.3769
17. H 0.2449
18. H 0.2976

DFT (ωB97M-V/def2-TZVPD) results for a 2-piece molecular cluster, C3H2Cl3N overall at a distorted geometry.

The orbital gap (spin up / spin down) is 0.20097 / 0.11667 Ha. The calculation puts the total energy at -1550.6249 Ha. The calculation puts the energy above the lowest of the compared OMol25 structures with the same formula, charge and spin at 121.73 kcal/mol.

```
! RIJCOSX wB97M-V def2-TZVPD def2/J DEFGRID3
* xyz 0 1
C -0.1723 0.1077 -1.4861
C -0.2118 -1.1895 -1.1679
C 0.3051 0.7115 1.4169
N -0.2047 1.2419 -1.7998
Cl 1.7971 0.0944 1.7754
Cl -1.0675 0.0016 2.2467
Cl 0.0556 2.1575 0.6202
H 0.6089 -1.5720 -0.7291
H -1.1104 -1.5531 -0.8763
*
```

Charges in e, computed with Mulliken, in the same order as the atoms:
1. C 0.6418
2. C -0.9933
3. C 0.3695
4. N -0.5352
5. Cl -0.0461
6. Cl -0.0759
7. Cl -0.0128
8. H 0.3284
9. H 0.3237

> What is the formula in the third record?

C3H2Cl3N

> Look up the energy above the lowest of the compared OMol25 structures with the same formula, charge and spin of the second one.

76.55 kcal/mol

Copy entry 3 word for word.
DFT (ωB97M-V/def2-TZVPD) results for a 2-piece molecular cluster, C3H2Cl3N overall at a distorted geometry.

The orbital gap (spin up / spin down) is 0.20097 / 0.11667 Ha. The calculation puts the total energy at -1550.6249 Ha. The calculation puts the energy above the lowest of the compared OMol25 structures with the same formula, charge and spin at 121.73 kcal/mol.

```
! RIJCOSX wB97M-V def2-TZVPD def2/J DEFGRID3
* xyz 0 1
C -0.1723 0.1077 -1.4861
C -0.2118 -1.1895 -1.1679
C 0.3051 0.7115 1.4169
N -0.2047 1.2419 -1.7998
Cl 1.7971 0.0944 1.7754
Cl -1.0675 0.0016 2.2467
Cl 0.0556 2.1575 0.6202
H 0.6089 -1.5720 -0.7291
H -1.1104 -1.5531 -0.8763
*
```

Charges in e, computed with Mulliken, in the same order as the atoms:
1. C 0.6418
2. C -0.9933
3. C 0.3695
4. N -0.5352
5. Cl -0.0461
6. Cl -0.0759
7. Cl -0.0128
8. H 0.3284
9. H 0.3237

> The lowest energy above the lowest of the compared OMol25 structures with the same formula, charge and spin belongs to which entry?

CsO4S